[1]
Computed, not measured: the molecule C3H4N2S2, with ωB97M-V/def2-TZVPD.

Properties
* max |F|: 1.8 eV/Å
* total charge: 0
* structure (SMILES): S=c1[nH]cc(S)[nH]1
* electronic energy: -27826.7515 eV
* relative energy (zero: lowest compared OMol25 entry of this formula, charge and spin): 0.038 eV
* HOMO energy: -0.2872 Eh

Each line ends with the Mulliken charge.
Positions of all 11 atoms, in Å:
1 S -2.961 -0.827 -0.107  -0.40
2 C -1.397 -0.271 -0.103  -0.04
3 N -0.967 1.032 -0.102  -0.04
4 C 0.414 1.110 -0.099  -0.27
5 C 0.885 -0.159 -0.099  0.03
6 S 2.526 -0.754 -0.190  -0.27
7 N -0.241 -0.992 -0.114  0.01
8 H -1.631 1.812 -0.078  0.22
9 H 0.927 2.049 -0.102  0.45
10 H 2.680 -1.032 1.152  0.15
11 H -0.236 -1.967 -0.159  0.15

[2]
Computed, not measured: a cluster of 13 separate species, C4H34N2O14 in total, with ωB97M-V/def2-TZVPD.

Properties
* max |F|: 6.4 eV/Å
* total charge: 0
* electronic energy: -36343.5659 eV
* relative energy (zero: lowest compared OMol25 entry of this formula, charge and spin): 4.906 eV
* HOMO energy: -0.3231 Eh

Each line ends with the Mulliken charge.
Positions of all 54 atoms, in Å:
1 O -1.670 0.919 -0.940  -0.34
2 C -1.189 1.390 0.070  -0.19
3 N -1.763 2.451 0.722  -0.19
4 C -2.632 3.404 -0.020  -0.94
5 C 0.018 0.658 0.757  1.37
6 N 1.210 1.399 0.480  0.23
7 C 2.400 0.947 -0.202  -0.81
8 O 2.872 -0.168 0.707  -0.52
9 H -1.057 2.805 1.418  0.34
10 H -3.181 2.842 -0.734  0.31
11 H -3.104 4.038 0.710  0.33
12 H -1.973 4.124 -0.623  0.24
13 H -0.049 -0.324 0.322  -0.38
14 H -0.241 0.581 1.786  -0.60
15 H 1.308 1.860 1.442  0.34
16 H 2.112 0.814 -1.182  0.55
17 H 3.149 1.698 0.011  0.36
18 H 2.991 -0.891 0.129  0.32
19 H -0.809 -2.089 -3.066  0.30
20 H 0.454 -1.460 -3.677  0.35
21 O 0.093 -2.255 -3.244  -0.71
22 H 1.451 -1.535 3.989  0.40
23 H 1.689 -0.234 3.132  0.33
24 O 1.415 -0.529 4.040  -0.74
25 H -0.015 0.818 -2.570  0.22
26 H -0.968 0.892 -3.770  0.40
27 O -0.042 0.546 -3.487  -0.72
28 H 0.050 1.431 3.500  0.18
29 H 0.675 2.713 3.515  0.31
30 O 0.254 2.219 2.892  -0.60
31 H 0.751 -3.735 -2.596  0.38
32 H 0.057 -4.303 -1.379  0.37
33 O 0.968 -4.203 -1.839  -0.71
34 H 1.310 -1.506 -2.127  0.26
35 H 2.039 -2.538 -1.241  0.36
36 O 2.124 -1.636 -1.589  -0.58
37 H -1.377 -2.746 -0.094  0.35
38 H 0.055 -2.822 -0.508  0.12
39 O -0.420 -2.506 0.343  -0.61
40 H -3.357 -2.047 -1.529  0.29
41 H -2.285 -1.106 -1.080  0.37
42 O -2.447 -1.975 -1.326  -0.63
43 H -1.356 -0.094 3.816  0.29
44 H -0.128 -0.011 4.793  0.41
45 O -0.866 0.392 4.448  -0.72
46 H 1.086 -3.760 3.203  0.31
47 H 0.644 -2.750 2.136  0.32
48 O 0.634 -2.923 3.121  -0.67
49 H -2.331 -0.242 -2.435  0.30
50 H -3.233 0.939 -2.677  0.41
51 O -3.083 0.004 -3.039  -0.71
52 H 1.883 3.303 -1.026  0.34
53 H 1.179 4.531 -1.592  0.31
54 O 2.026 4.046 -1.593  -0.68

[3]
Computed, not measured: a structure of composition CH5ClN5O2, with ωB97M-V/def2-TZVPD.

Properties
* max |F|: 3.9 eV/Å
* total charge: +1
* electronic energy: -25171.2475 eV
* relative energy (zero: lowest compared OMol25 entry of this formula, charge and spin): 1.413 eV
* HOMO energy: -0.5424 Eh

Each line ends with the Mulliken charge.
Positions of all 14 atoms, in Å:
1 C -2.143 1.233 -1.533  0.39
2 N -2.804 1.334 -2.507  -0.18
3 N 0.695 -0.917 0.799  0.02
4 N -1.191 1.207 -0.760  -0.47
5 N -0.829 1.537 0.539  1.09
6 N 1.321 -1.013 1.893  -0.09
7 O -1.169 2.555 1.074  -0.45
8 O -0.032 0.746 1.066  -0.48
9 Cl 2.157 -3.066 -0.861  -0.25
10 H 2.932 -2.220 -1.424  0.26
11 H -3.444 1.062 -3.158  0.26
12 H 1.296 -0.431 0.020  0.33
13 H 1.025 -1.575 2.644  0.26
14 H 2.187 -0.452 2.207  0.30

[4]
Computed, not measured: a structure of composition C11H25N5O8Y, with ωB97M-V/def2-TZVPD.

Properties
* max |F|: 4.3 eV/Å
* total charge: +1
* electronic energy: -36673.6714 eV
* HOMO energy (alpha / beta): -0.3585 / -0.3365 Eh

Each line ends with the Mulliken charge.
Positions of all 50 atoms, in Å:
1 O 1.926 -1.431 -3.046  -0.67
2 H 2.148 -0.786 -3.741  0.32
3 Y 0.527 -0.358 -1.083  1.50
4 N 0.617 1.677 0.399  0.74
5 N 2.328 1.474 -1.563  0.57
6 N -0.969 -1.513 0.567  0.35
7 N -0.402 -2.485 -1.742  0.62
8 O -0.349 1.868 1.224  -0.60
9 O -1.065 -1.257 1.914  -0.63
10 O -0.102 -2.914 -2.906  -0.92
11 O 3.012 1.423 -2.614  -0.49
12 C 2.480 2.591 -0.746  0.15
13 C 1.555 2.679 0.325  0.09
14 C -1.618 -2.650 0.269  0.26
15 C -1.238 -3.224 -0.979  0.21
16 C 1.460 3.809 1.284  -1.28
17 H 1.584 3.468 2.325  0.31
18 H 0.444 4.226 1.200  0.35
19 H 2.191 4.596 1.088  0.39
20 C 3.549 3.588 -1.032  -1.32
21 H 3.888 3.392 -2.053  0.42
22 H 4.427 3.480 -0.381  0.31
23 H 3.181 4.608 -0.881  0.41
24 C -2.439 -3.443 1.230  -1.50
25 C -1.557 -4.606 -1.412  -1.37
26 H -2.729 -2.827 2.082  0.39
27 H -1.859 -4.290 1.618  0.30
28 H -3.331 -3.832 0.726  0.40
29 H -1.041 -4.821 -2.359  0.37
30 H -2.635 -4.776 -1.508  0.32
31 H -1.207 -5.327 -0.667  0.30
32 H -0.111 -1.170 2.248  0.47
33 H 1.117 -1.893 -3.344  0.38
34 C -1.392 0.442 -1.599  -1.27
35 H -1.107 1.502 -1.677  0.38
36 H -2.430 0.311 -1.382  0.33
37 H -1.175 0.073 -2.643  0.34
38 O -3.126 2.643 0.575  -0.60
39 H -3.734 2.187 1.176  0.33
40 H -2.255 2.343 0.900  0.33
41 N 3.319 -2.144 3.766  -0.22
42 C 3.452 -1.854 2.310  -0.63
43 C 2.123 -1.413 1.885  0.74
44 O 1.287 -1.279 2.847  -0.84
45 O 1.878 -1.261 0.657  -0.67
46 H 2.352 -1.823 4.025  0.34
47 H 4.024 -1.685 4.335  0.34
48 H 3.452 -3.140 3.920  0.35
49 H 4.163 -1.063 2.174  0.26
50 H 3.839 -2.691 1.749  0.33

[5]
Computed, not measured: a structure of composition CH3F2N4, with ωB97M-V/def2-TZVPD.

Properties
* max |F|: 5.2 eV/Å
* total charge: +1
* electronic energy: -12464.8793 eV
* relative energy (zero: lowest compared OMol25 entry of this formula, charge and spin): 2.347 eV
* HOMO energy: -0.5839 Eh

Each line ends with the Mulliken charge.
Positions of all 10 atoms, in Å:
1 C -0.521 -0.220 0.173  -0.06
2 N -1.628 -2.280 -0.169  -0.43
3 N 0.880 -0.038 0.062  -0.37
4 N -1.013 -1.328 0.188  0.68
5 N 1.256 1.131 -0.110  0.47
6 F 0.539 1.862 -1.362  -0.26
7 F 0.794 2.197 0.871  -0.19
8 H -1.119 0.658 0.250  0.41
9 H -1.506 -3.143 0.425  0.36
10 H 2.318 1.162 -0.329  0.39

[6]
Computed, not measured: a structure of composition C4H17NO5S, with ωB97M-V/def2-TZVPD.

Properties
* max |F|: 5.9 eV/Å
* total charge: -2
* electronic energy: -26984.9604 eV
* relative energy (zero: lowest compared OMol25 entry of this formula, charge and spin): 1.215 eV
* HOMO energy: -0.0138 Eh

Each line ends with the Mulliken charge.
Positions of all 28 atoms, in Å:
1 C 1.275 1.431 -1.441  -1.44
2 C 0.649 -0.047 -0.943  0.05
3 C 0.897 -1.011 -2.267  -0.79
4 S 2.558 -1.778 -2.181  -0.75
5 N -0.715 -0.054 -0.551  -0.16
6 C -0.921 0.707 0.730  -0.02
7 O -2.189 1.198 0.715  -0.80
8 H 0.651 2.174 -1.842  0.39
9 H 2.132 1.222 -2.204  0.36
10 H 2.119 1.508 -0.723  0.38
11 H 1.314 -0.394 -0.129  0.29
12 H 0.170 -1.879 -2.196  0.27
13 H 0.922 -0.453 -3.192  0.33
14 H -1.472 0.057 -1.211  0.18
15 H -0.755 -0.082 1.453  0.04
16 H -0.144 1.507 0.962  0.11
17 H -1.121 3.423 2.636  0.43
18 H -0.194 4.174 1.622  0.27
19 O -0.180 3.850 2.526  -0.74
20 H 1.072 -4.159 -0.188  0.33
21 H 1.439 -4.357 -1.604  0.30
22 O 1.145 -4.880 -0.826  -0.68
23 H -2.366 1.873 1.783  0.36
24 H -2.497 1.838 3.413  0.26
25 O -2.503 2.534 2.762  -0.91
26 H -0.011 -2.253 0.519  0.41
27 H -1.065 -3.006 1.357  0.28
28 O -0.208 -3.142 1.021  -0.74

Copy entry 3 word for word.
Computed, not measured: a structure of composition CH5ClN5O2, with ωB97M-V/def2-TZVPD.

Properties
* max |F|: 3.9 eV/Å
* total charge: +1
* electronic energy: -25171.2475 eV
* relative energy (zero: lowest compared OMol25 entry of this formula, charge and spin): 1.413 eV
* HOMO energy: -0.5424 Eh

Each line ends with the Mulliken charge.
Positions of all 14 atoms, in Å:
1 C -2.143 1.233 -1.533  0.39
2 N -2.804 1.334 -2.507  -0.18
3 N 0.695 -0.917 0.799  0.02
4 N -1.191 1.207 -0.760  -0.47
5 N -0.829 1.537 0.539  1.09
6 N 1.321 -1.013 1.893  -0.09
7 O -1.169 2.555 1.074  -0.45
8 O -0.032 0.746 1.066  -0.48
9 Cl 2.157 -3.066 -0.861  -0.25
10 H 2.932 -2.220 -1.424  0.26
11 H -3.444 1.062 -3.158  0.26
12 H 1.296 -0.431 0.020  0.33
13 H 1.025 -1.575 2.644  0.26
14 H 2.187 -0.452 2.207  0.30